# 1
Molecular formula: C27H60F2N4O4S2
Method: DFT, wB97M-V/def2-TZVPD

ORCA input file:
```
! wB97M-V def2-TZVPD RIJCOSX def2/J DEFGRID3
* xyz 2 1
N -0.453 1.251 1.466
S -1.404 2.350 1.862
O -2.765 2.295 1.331
O -0.902 3.676 2.255
F -1.637 1.788 3.352
S -0.162 1.802 -0.121
O 0.735 2.926 -0.326
O -1.236 1.673 -1.041
F 0.688 0.565 -0.675
C 3.567 2.794 0.481
C 2.351 2.404 1.362
C 2.782 2.141 2.773
N 1.663 1.606 3.734
C 0.917 0.304 3.377
C 1.899 -0.850 3.100
C 2.623 -1.254 4.303
C 3.187 0.014 5.055
C 2.259 1.186 5.084
C 0.607 2.671 4.093
H 3.243 2.877 -0.556
H 4.268 1.967 0.364
H 4.200 3.635 0.763
H 2.000 1.467 0.928
H 1.520 3.109 1.339
H 3.051 3.109 3.195
H 3.640 1.471 2.823
H 0.375 0.553 2.465
H 0.221 0.008 4.162
H 2.520 -0.598 2.241
H 1.352 -1.740 2.791
H 3.416 -1.937 3.999
H 2.070 -1.938 4.947
H 4.169 0.272 4.659
H 3.446 -0.306 6.064
H 2.743 2.118 5.377
H 1.436 0.950 5.758
H 1.061 3.466 4.684
H -0.126 2.155 4.713
H 0.117 2.942 3.158
C -4.746 0.476 3.811
C -4.136 0.372 2.374
C -2.709 -0.291 2.371
N -2.361 -0.939 0.995
C -0.865 -1.388 1.120
C -0.620 -2.712 1.942
C -1.503 -3.790 1.306
C -2.970 -3.432 1.259
C -3.244 -2.122 0.534
C -2.546 0.090 -0.160
H -5.758 0.865 3.694
H -4.145 1.119 4.453
H -4.659 -0.474 4.338
H -4.129 1.296 1.796
H -4.854 -0.157 1.747
H -2.634 -1.165 3.019
H -1.897 0.402 2.594
H -0.324 -0.526 1.511
H -0.467 -1.515 0.113
H -0.988 -2.543 2.954
H 0.434 -2.984 1.997
H -1.312 -4.791 1.694
H -1.234 -3.949 0.262
H -3.474 -3.412 2.226
H -3.424 -4.228 0.670
H -4.308 -1.921 0.661
H -2.988 -2.281 -0.513
H -3.628 0.140 -0.276
H -2.010 -0.240 -1.050
H -2.125 0.981 0.307
C 2.458 -3.321 -6.869
C 1.366 -2.573 -6.147
C 1.764 -1.066 -6.011
N 0.628 -0.213 -5.385
C 0.082 -0.909 -4.088
C -0.775 0.076 -3.242
C -0.038 1.282 -2.825
C 0.282 2.070 -4.116
C 1.163 1.231 -5.072
C -0.497 -0.062 -6.408
H 2.140 -4.352 -7.019
H 3.345 -3.327 -6.235
H 2.841 -3.037 -7.850
H 1.096 -3.109 -5.236
H 0.435 -2.592 -6.714
H 2.121 -0.490 -6.865
H 2.562 -0.993 -5.272
H 0.935 -1.144 -3.451
H -0.452 -1.837 -4.294
H -1.144 -0.562 -2.438
H -1.635 0.238 -3.892
H 0.884 0.985 -2.325
H -0.670 1.791 -2.096
H 0.964 2.895 -3.909
H -0.607 2.415 -4.645
H 2.218 1.140 -4.812
H 1.131 1.635 -6.084
H -1.209 0.647 -5.985
H -1.004 -1.026 -6.452
H -0.202 0.404 -7.348
*
```

LUMO energy = -5.092 eV
energy above the lowest of the compared OMol25 structures with the same formula, charge and spin = 8.969 eV



# 2
Molecular formula: CH4IOPS
Method: DFT, wB97M-V/def2-TZVPD

ORCA input file:
```
! wB97M-V def2-TZVPD RIJCOSX def2/J DEFGRID3
* xyz 0 1
C 0.794 -0.468 0.717
O -1.748 0.879 -2.455
P -0.057 -1.420 -0.599
S -0.104 0.674 -2.290
I 1.972 -2.350 -1.434
H 0.121 -0.153 1.566
H 1.031 0.452 0.398
H 1.692 -1.004 1.193
H -2.189 0.034 -2.523
*
```

LUMO energy = -1.075 eV
energy above the lowest of the compared OMol25 structures with the same formula, charge and spin = 3.277 eV



# 3
Molecular formula: C30H28N2O3PdS
Method: DFT, wB97M-V/def2-TZVPD

ORCA input file:
```
! wB97M-V def2-TZVPD RIJCOSX def2/J DEFGRID3
* xyz -2 1
Pd 0.410 0.292 -0.067
O 1.710 1.995 -1.820
C 1.580 1.820 -3.051
C 2.685 2.050 -3.963
C 2.589 1.857 -5.311
C 1.386 1.423 -5.906
C 0.314 1.184 -5.079
C 0.367 1.341 -3.682
C -0.839 1.009 -2.967
N -1.055 0.849 -1.713
C -2.456 0.636 -1.355
C -2.613 -0.290 -0.159
N -1.912 0.301 0.953
C -2.041 -0.180 2.122
C -1.310 0.293 3.277
C -1.737 -0.142 4.537
C -1.140 0.256 5.715
C -0.040 1.128 5.623
C 0.432 1.555 4.411
C -0.154 1.162 3.148
O 0.342 1.565 2.065
H 3.612 2.380 -3.508
H 3.458 2.039 -5.937
H 1.315 1.264 -6.975
H -0.621 0.832 -5.511
H -1.701 0.872 -3.643
H -3.021 0.242 -2.214
H -2.892 1.605 -1.085
H -2.184 -1.269 -0.406
H -3.685 -0.433 0.053
H -2.739 -1.019 2.314
H -2.587 -0.822 4.572
H -1.499 -0.097 6.674
H 0.455 1.463 6.531
H 1.293 2.212 4.347
O 1.766 -1.458 0.623
S 1.008 -1.803 -0.635
C 2.136 -1.467 -2.025
C 1.664 -2.124 -3.291
C 2.586 -2.613 -4.213
C 2.169 -3.209 -5.394
C 0.815 -3.339 -5.671
C -0.113 -2.859 -4.757
C 0.307 -2.253 -3.583
C 1.596 -4.059 -0.646
C 3.003 -4.218 -0.840
C 3.934 -3.809 0.146
C 5.297 -3.871 -0.076
C 5.814 -4.338 -1.283
C 4.918 -4.740 -2.271
C 3.553 -4.682 -2.060
H 3.122 -1.834 -1.733
H 2.172 -0.380 -2.117
H 3.643 -2.530 -3.990
H 2.905 -3.577 -6.099
H 0.486 -3.803 -6.593
H -1.174 -2.946 -4.964
H -0.425 -1.866 -2.885
H 0.946 -4.529 -1.382
H 1.237 -4.133 0.376
H 3.553 -3.411 1.078
H 5.973 -3.535 0.704
H 6.884 -4.379 -1.452
H 5.292 -5.102 -3.224
H 2.874 -4.992 -2.847
*
```

LUMO energy (alpha / beta) = 4.648 / 4.648 eV
energy above the lowest of the compared OMol25 structures with the same formula, charge and spin = 0.000 eV



# 4
Molecular formula: C5H4BeO7
Method: DFT, wB97M-V/def2-TZVPD

ORCA input file:
```
! wB97M-V def2-TZVPD RIJCOSX def2/J DEFGRID3
* xyz -1 2
O 1.428 0.741 -0.238
C 1.789 -0.225 -0.989
O 2.653 -0.087 -1.851
O 1.455 -0.993 1.647
O 3.427 -1.922 1.046
C 2.342 -1.416 0.832
Be 0.672 0.110 1.105
O -0.720 0.028 1.728
C -1.819 0.575 1.104
C -1.579 0.928 -0.358
O -1.287 -0.257 -1.125
C -0.168 -0.469 -1.773
H -2.680 -0.124 1.139
H -2.174 1.512 1.581
H -0.757 1.644 -0.500
H -2.481 1.355 -0.813
O -0.101 -1.398 -2.535
*
```

LUMO energy (alpha / beta) = 3.162 / 2.469 eV
<S²> = 0.90
energy above the lowest of the compared OMol25 structures with the same formula, charge and spin = 0.000 eV



# 5
Molecular formula: H24NO15
Method: DFT, wB97M-V/def2-TZVPD

ORCA input file:
```
! wB97M-V def2-TZVPD RIJCOSX def2/J DEFGRID3
* xyz -1 1
N 2.177 -7.027 7.538
O 2.549 -6.235 8.424
O 2.955 -7.263 6.581
O 0.961 -7.254 7.418
O 1.653 -10.221 6.946
H 0.936 -9.638 6.733
H 2.179 -9.622 7.480
O -0.934 -7.525 9.596
H -0.255 -7.376 8.932
H -0.569 -8.039 10.280
O 1.714 -7.832 10.589
H 1.935 -6.962 10.369
H 1.725 -7.907 11.527
O 2.568 -4.546 5.819
H 2.172 -5.394 5.720
H 3.340 -4.663 6.372
O -1.176 -8.098 5.783
H -1.695 -8.636 6.354
H -0.332 -7.993 6.160
O -0.674 -4.725 6.087
H -0.236 -5.531 5.822
H -0.201 -4.412 6.871
O 1.138 -3.953 8.339
H 1.058 -4.256 9.271
H 1.754 -4.673 8.138
O 3.110 -9.386 8.898
H 2.414 -9.104 9.498
H 3.068 -10.329 8.956
O 5.338 -7.056 8.564
H 5.100 -7.592 9.327
H 4.457 -6.806 8.330
O 5.503 -8.062 5.811
H 4.816 -7.774 6.434
H 5.699 -8.891 6.132
O 4.741 -4.383 10.314
H 4.720 -4.471 9.354
H 5.539 -4.867 10.556
O 2.621 -7.964 3.849
H 2.029 -7.248 3.929
H 2.976 -8.021 4.719
*
```

LUMO energy = 2.117 eV
energy above the lowest of the compared OMol25 structures with the same formula, charge and spin = 1.079 eV



# 6
Molecular formula: C14H31BFN5O3P
Method: DFT, wB97M-V/def2-TZVPD

ORCA input file:
```
! wB97M-V def2-TZVPD RIJCOSX def2/J DEFGRID3
* xyz -1 1
C -0.743 -1.778 1.613
C 0.262 -1.219 0.620
O -0.420 -0.398 -0.326
B 0.099 -0.390 -1.628
O 0.191 -1.630 -2.219
P 0.677 1.219 -2.643
N 1.188 2.659 -3.657
C -0.446 2.379 -1.585
C 0.045 2.836 -0.217
C -0.995 3.532 0.660
N -2.397 3.272 0.452
O -0.651 4.301 1.557
C 2.256 1.390 -1.496
F 2.853 2.669 -1.422
C 3.365 0.437 -1.980
C 4.205 0.953 -3.134
H -1.093 -2.767 1.330
H -0.350 -1.812 2.623
H -1.613 -1.126 1.620
H 0.962 -0.582 1.160
H 0.813 -2.015 0.128
H 0.435 -1.500 -3.138
H 1.434 0.327 -3.548
H -0.517 0.977 -3.533
H 0.392 2.937 -4.219
H 1.905 2.382 -4.319
H -1.389 1.843 -1.463
H -0.684 3.262 -2.179
H 0.829 3.578 -0.327
H 0.403 2.006 0.386
H -2.559 2.288 0.633
H -2.606 3.402 -0.529
H 2.065 1.055 -0.476
H 2.953 -0.548 -2.183
H 4.040 0.311 -1.128
H 4.669 1.903 -2.899
H 5.021 0.248 -3.310
H 3.657 1.017 -4.067
C -2.764 -4.711 3.622
C -1.323 -4.566 3.743
N -0.188 -4.414 3.804
H -3.246 -4.634 4.594
H -3.166 -3.929 2.978
H -3.030 -5.673 3.195
C 4.069 3.540 1.357
C 4.179 2.102 1.527
N 4.193 0.959 1.605
H 3.585 3.762 0.407
H 3.474 3.977 2.157
H 5.054 4.006 1.363
C -6.740 -4.256 2.219
C -6.069 -5.407 2.804
N -5.538 -6.311 3.269
H -6.405 -4.098 1.196
H -7.818 -4.406 2.208
H -6.525 -3.356 2.792
*
```

LUMO energy = 1.798 eV



# 7
Molecular formula: C28H66O3S
Method: DFT, wB97M-V/def2-TZVPD

ORCA input file:
```
! wB97M-V def2-TZVPD RIJCOSX def2/J DEFGRID3
* xyz 0 1
C 6.611 -1.459 0.873
C 7.615 -0.671 0.021
C 7.907 -1.356 -1.309
C 7.136 0.755 -0.154
O 8.018 1.593 -0.921
S 9.478 2.068 -0.358
O 10.385 0.970 -0.533
O 9.196 2.054 1.254
H 7.125 -2.322 1.285
H 5.745 -1.767 0.290
H 6.282 -0.821 1.693
H 8.553 -0.653 0.580
H 8.339 -2.337 -1.114
H 7.006 -1.476 -1.908
H 8.661 -0.798 -1.859
H 6.192 0.780 -0.700
H 6.932 1.197 0.823
H 8.465 2.649 1.464
C -0.891 -0.992 0.147
C 0.039 0.215 0.076
C 1.343 -0.061 -0.670
C 2.226 -1.140 -0.041
C 2.616 -0.871 1.411
C 3.424 0.408 1.592
H -0.439 -1.822 0.692
H -1.820 -0.731 0.658
H -1.148 -1.344 -0.855
H 0.252 0.571 1.089
H -0.481 1.033 -0.429
H 1.907 0.873 -0.750
H 1.110 -0.358 -1.698
H 3.135 -1.239 -0.643
H 1.722 -2.109 -0.099
H 3.202 -1.718 1.777
H 1.721 -0.828 2.038
H 4.342 0.373 1.003
H 3.702 0.541 2.639
H 2.858 1.291 1.290
C 1.209 6.465 5.067
C 2.183 5.417 4.536
C 1.646 4.637 3.337
C 0.381 3.823 3.614
C 0.511 2.800 4.742
C 1.565 1.734 4.466
H 0.285 6.010 5.429
H 1.648 7.019 5.897
H 0.947 7.183 4.287
H 2.455 4.729 5.341
H 3.109 5.915 4.236
H 2.432 3.975 2.964
H 1.434 5.339 2.524
H 0.098 3.301 2.694
H -0.448 4.499 3.841
H -0.459 2.315 4.881
H 0.736 3.303 5.686
H 1.340 1.201 3.539
H 1.601 1.001 5.273
H 2.562 2.167 4.371
C -7.080 3.235 -0.484
C -7.148 1.727 -0.704
C -6.348 0.924 0.320
C -4.845 1.205 0.324
C -4.145 0.973 -1.014
C -4.226 -0.471 -1.499
H -6.060 3.611 -0.579
H -7.692 3.763 -1.215
H -7.444 3.499 0.511
H -6.808 1.489 -1.716
H -8.192 1.408 -0.653
H -6.520 -0.142 0.148
H -6.742 1.133 1.320
H -4.376 0.570 1.083
H -4.666 2.235 0.644
H -3.093 1.252 -0.905
H -4.557 1.640 -1.777
H -3.787 -1.148 -0.764
H -3.680 -0.594 -2.436
H -5.255 -0.785 -1.677
C -4.576 -6.216 -6.225
C -5.248 -5.322 -5.186
C -4.460 -4.051 -4.874
C -3.070 -4.287 -4.280
C -3.053 -5.105 -2.990
C -3.817 -4.444 -1.846
H -3.606 -6.575 -5.881
H -5.191 -7.090 -6.441
H -4.423 -5.675 -7.161
H -5.420 -5.892 -4.269
H -6.236 -5.033 -5.553
H -5.047 -3.428 -4.193
H -4.349 -3.468 -5.793
H -2.608 -3.313 -4.087
H -2.433 -4.778 -5.020
H -2.013 -5.248 -2.686
H -3.456 -6.105 -3.171
H -3.408 -3.455 -1.631
H -3.748 -5.042 -0.936
H -4.876 -4.327 -2.082
*
```

LUMO energy = 0.305 eV



# 8
Molecular formula: C22H25BClF3NO2
Method: DFT, wB97M-V/def2-TZVPD

ORCA input file:
```
! wB97M-V def2-TZVPD RIJCOSX def2/J DEFGRID3
* xyz 1 1
O 0.888 -1.109 4.214
B 0.975 -1.645 2.959
O 2.133 -1.928 2.303
C -0.382 -2.076 2.222
N -1.589 -2.248 3.118
C -2.335 -0.905 3.128
C -1.474 0.041 2.303
C -0.882 -0.948 1.301
Cl 0.349 -0.320 0.244
H 1.268 -0.234 4.347
H 2.513 -1.203 1.782
H -0.177 -2.959 1.619
H -1.332 -2.561 4.052
H -2.209 -2.931 2.688
H -2.555 -0.588 4.141
H -3.280 -1.055 2.611
H -2.111 0.766 1.803
H -0.705 0.531 2.891
H -1.735 -1.326 0.731
F -4.932 -0.038 -0.207
C -4.631 -0.958 -1.154
C -4.421 -0.546 -2.453
C -4.100 -1.508 -3.400
C -3.995 -2.847 -3.044
C -4.211 -3.233 -1.729
C -4.537 -2.281 -0.772
H -4.515 0.501 -2.711
H -3.931 -1.207 -4.425
H -3.747 -3.587 -3.792
H -4.134 -4.275 -1.448
H -4.723 -2.551 0.260
F -3.227 3.495 -3.956
C -1.953 3.460 -3.515
C -1.112 4.513 -3.811
C 0.196 4.463 -3.350
C 0.643 3.374 -2.613
C -0.226 2.330 -2.334
C -1.538 2.367 -2.784
H -1.480 5.348 -4.391
H 0.868 5.281 -3.571
H 1.665 3.341 -2.261
H 0.099 1.472 -1.764
H -2.232 1.563 -2.576
F 3.448 0.305 0.464
C 4.776 0.321 0.797
C 5.512 1.431 0.449
C 6.857 1.458 0.785
C 7.435 0.385 1.450
C 6.666 -0.720 1.782
C 5.316 -0.761 1.456
H 5.040 2.252 -0.074
H 7.454 2.321 0.525
H 8.485 0.410 1.707
H 7.114 -1.560 2.293
H 4.709 -1.622 1.706
*
```

LUMO energy = -3.133 eV



# 9
Molecular formula: C4H7N2
Method: DFT, wB97M-V/def2-TZVPD

ORCA input file:
```
! wB97M-V def2-TZVPD RIJCOSX def2/J DEFGRID3
* xyz 1 1
C 1.351 -0.841 -0.005
C 2.799 -0.035 0.065
C 0.270 0.190 -0.260
C -2.131 0.608 0.132
N 3.835 0.499 -0.004
N -0.974 -0.136 -0.065
H 1.191 -1.313 1.006
H 1.428 -1.695 -0.773
H 0.541 1.236 -0.417
H -2.578 0.938 -0.789
H -2.955 0.157 0.600
H -1.727 1.557 0.435
H -1.051 -1.166 0.076
*
```

LUMO energy = -5.889 eV
structure (SMILES) = C/[NH+]=C/CC#N
energy above the lowest of the compared OMol25 structures with the same formula, charge and spin = 3.430 eV



# 10
Molecular formula: C12H21Br2ClN3O4Pd
Method: DFT, wB97M-V/def2-TZVPD

ORCA input file:
```
! wB97M-V def2-TZVPD RIJCOSX def2/J DEFGRID3
* xyz -1 3
Pd -2.804 0.644 -0.828
Br -5.671 -1.081 -3.043
Br -5.306 1.252 2.262
Cl -1.738 5.968 -1.408
O -2.454 7.067 -2.048
O -2.280 4.741 -1.715
O -0.382 5.857 -1.818
O -1.771 6.184 0.011
C -0.342 4.029 5.613
C 1.106 3.954 4.969
C 1.387 2.567 4.595
C 0.683 2.157 3.319
N 0.160 1.814 2.346
H -0.555 5.070 5.853
H -0.389 3.607 6.617
H -1.067 3.624 4.906
H 1.825 4.283 5.721
H 1.109 4.585 4.080
H 1.107 1.934 5.437
H 2.469 2.513 4.472
C 4.606 1.938 -3.006
C 3.794 2.242 -4.225
C 2.907 1.105 -4.802
C 1.648 0.873 -4.091
N 0.685 0.636 -3.467
H 4.095 2.283 -2.108
H 5.595 2.392 -3.078
H 4.767 0.894 -2.736
H 4.511 2.453 -5.019
H 3.242 3.182 -4.228
H 3.394 0.135 -4.699
H 2.788 1.061 -5.885
C -1.510 -8.887 -0.200
C -2.635 -7.874 -0.633
C -2.788 -6.697 0.379
C -2.187 -5.394 -0.028
N -1.733 -4.340 -0.343
H -1.618 -9.756 -0.849
H -1.649 -9.235 0.823
H -0.539 -8.451 -0.432
H -3.622 -8.324 -0.744
H -2.359 -7.617 -1.656
H -2.646 -6.981 1.422
H -3.832 -6.406 0.264
*
```

LUMO energy (alpha / beta) = 0.237 / -2.023 eV
<S²> = 2.00
energy above the lowest of the compared OMol25 structures with the same formula, charge and spin = 7.522 eV